C6H25BaO7 as an isolated structure at a distorted geometry, computed with wB97M-V/def2-TZVPD.

Structure (XYZ):
```
39
Properties=species:S:1:pos:R:3:forces:R:3
Ba 0.481254 0.043301 1.063550 0.292 -0.379 -0.270
O -0.492007 -1.269329 -1.153276 1.024 0.497 0.315
H -0.828596 -2.133620 -1.029840 -0.734 -1.296 -0.155
C -2.957337 -1.062866 1.289728 -1.636 0.532 -1.867
O -2.129047 -0.108802 0.628986 -0.695 0.860 1.581
H -2.319303 -1.598310 1.881017 1.297 -2.015 1.350
H -3.619968 -0.554730 1.934144 -0.860 0.849 0.776
H -3.632575 -1.693928 0.653862 1.109 0.512 0.139
H -2.162603 -0.173334 -0.304888 0.103 -0.566 -1.634
C 2.401066 2.890799 0.034090 -0.829 -2.084 0.214
O 2.670194 1.483138 0.430706 0.003 1.050 -0.307
H 1.834409 2.804711 -0.881189 0.233 0.550 -0.517
H 1.759759 3.355688 0.755119 -0.327 -0.016 0.685
H 3.314220 3.410217 0.018606 1.082 0.741 -0.473
H 3.135661 1.108209 -0.332886 -0.092 -0.138 0.346
C 0.012815 -3.462145 2.107062 0.293 -1.012 -0.710
O -0.247114 -2.172562 2.579517 0.138 0.997 0.683
H -0.749832 -4.157459 2.428254 -0.225 -0.226 -0.037
H 0.038275 -3.396581 1.034794 -0.291 -0.063 -0.584
H 0.987911 -3.851476 2.368430 0.308 0.068 0.517
H -0.431048 -2.235334 3.517537 -0.021 0.121 0.287
C 2.988437 -2.451911 -1.083404 -2.313 -1.518 -0.413
O 2.002018 -1.517319 -0.568992 -0.049 -1.003 -0.365
H 3.689610 -2.746761 -0.323754 0.697 0.652 0.162
H 2.501434 -3.466766 -1.323889 0.315 1.439 0.205
H 3.353529 -2.080093 -2.032681 0.685 0.079 0.148
H 1.094239 -1.692303 -1.029961 0.625 0.658 0.386
C -0.891169 2.907082 -2.813938 -1.772 -0.194 1.720
C -1.322628 1.916028 -1.707609 0.227 -0.371 -1.830
O -0.216561 1.139498 -1.215114 -0.027 4.533 1.487
H -1.756230 3.550522 -2.920816 -0.451 0.046 -0.617
H -0.613124 2.486497 -3.749611 0.396 -0.411 -0.551
H -0.210757 3.588999 -2.394027 1.578 0.652 0.235
H -2.046339 1.222204 -2.201670 0.224 0.379 0.784
H -1.801647 2.503727 -0.907808 0.252 -0.524 -0.043
H -0.216327 0.292059 -1.566771 -0.480 -3.264 -1.595
O -0.824997 2.402959 2.134977 -0.710 -0.415 0.164
H -1.642015 2.201237 1.638660 0.335 0.149 0.082
H -1.153607 2.518753 3.043084 0.293 0.129 -0.300
```
Forces are in eV/Å.

Orbital gap (eV): 9.4
Highest occupied orbital energy (eV): -12.33
LUMO (eV): -2.94
Net charge: +1